DFT (ωB97M-V/def2-TZVPD) results for a structure of composition C52H61F10O54STi.

Geometry as XYZ:
```
179
Properties=species:S:1:pos:R:3:lowdin_spin:R:1
Ti -25.707 -1.236 -9.384 2.59
C -28.935 -3.932 -6.818 0.00
F -29.802 -3.246 -7.574 0.00
F -28.846 -3.183 -5.621 0.00
F -29.410 -5.115 -6.512 0.00
S -27.376 -4.016 -7.583 0.01
O -26.537 -4.544 -6.550 0.00
O -27.540 -4.874 -8.701 0.01
O -27.171 -2.634 -7.912 0.05
C -26.444 -6.645 -3.763 0.00
C -27.600 -5.851 -3.286 0.00
O -27.932 -6.357 -2.007 0.00
C -27.372 -7.606 -1.855 0.00
O -27.624 -8.329 -1.011 0.00
O -26.483 -7.821 -2.864 0.00
F -28.660 -6.118 -4.086 0.00
H -25.476 -6.145 -3.664 0.00
H -26.492 -6.983 -4.800 0.00
H -27.484 -4.789 -3.153 0.00
C -31.720 -0.743 -8.598 0.00
C -30.928 -0.052 -7.482 0.00
O -29.719 0.251 -8.146 0.00
C -29.468 -0.633 -9.146 0.00
O -28.478 -0.823 -9.706 0.01
O -30.634 -1.248 -9.482 0.00
F -30.712 -0.779 -6.399 0.00
H -32.382 -0.040 -9.107 0.00
H -32.290 -1.589 -8.241 0.00
H -31.378 0.871 -7.112 0.00
C -26.639 -2.703 -14.699 0.00
C -26.135 -4.048 -14.353 0.00
O -25.967 -3.905 -12.865 0.01
C -26.042 -2.579 -12.541 0.02
O -25.876 -2.195 -11.447 0.06
O -26.266 -1.857 -13.595 0.01
F -24.901 -4.355 -14.842 0.00
H -27.706 -2.776 -14.913 0.00
H -26.115 -2.319 -15.588 0.00
H -26.877 -4.832 -14.526 0.00
C -32.719 -4.285 -6.055 0.00
C -32.945 -4.641 -7.521 0.00
O -34.030 -5.459 -7.466 0.00
C -34.185 -6.022 -6.221 0.00
O -34.996 -6.790 -5.966 0.00
O -33.412 -5.308 -5.342 0.00
F -31.850 -5.417 -8.025 0.00
H -33.108 -3.306 -5.820 0.00
H -31.756 -4.062 -5.647 0.00
H -33.060 -3.717 -8.121 0.00
C -31.933 -7.944 -3.443 0.00
C -33.140 -8.320 -2.667 0.00
O -33.054 -9.748 -2.581 0.00
C -32.168 -10.219 -3.471 0.00
O -32.049 -11.337 -3.731 0.00
O -31.500 -9.192 -4.048 0.00
F -34.326 -8.056 -3.326 0.00
H -31.153 -7.600 -2.765 0.00
H -32.102 -7.170 -4.181 0.00
H -33.161 -7.832 -1.695 0.00
C -34.374 -10.216 -7.029 0.00
C -34.591 -9.597 -8.461 0.00
O -33.384 -9.036 -8.685 0.00
C -32.511 -9.041 -7.632 0.00
O -31.483 -8.501 -7.565 0.00
O -33.118 -9.688 -6.585 0.00
F -35.553 -8.657 -8.502 0.00
H -34.271 -11.296 -7.144 0.00
H -35.224 -10.020 -6.383 0.00
H -34.813 -10.366 -9.232 0.00
C -36.279 0.939 -6.960 0.00
C -35.722 0.588 -8.289 0.00
O -34.548 -0.267 -7.946 0.00
C -34.523 -0.467 -6.575 0.00
O -33.682 -1.082 -6.090 0.00
O -35.544 0.194 -5.997 0.00
F -35.266 1.666 -9.018 0.00
H -37.319 0.655 -6.922 0.00
H -36.433 1.995 -6.816 0.00
H -36.415 -0.009 -8.860 0.00
C -24.612 -7.115 -7.696 0.00
C -24.295 -5.929 -8.502 0.00
O -22.814 -6.084 -8.762 0.00
C -22.344 -7.286 -8.273 0.00
O -21.296 -7.666 -8.417 0.00
O -23.395 -7.941 -7.733 0.00
H -25.537 -7.617 -7.939 0.00
H -24.788 -6.857 -6.670 0.00
H -24.490 -4.940 -8.113 0.01
H -24.713 -5.981 -9.518 0.00
C -28.262 -8.045 -10.665 0.00
C -29.663 -8.486 -11.194 0.00
O -29.535 -8.094 -12.542 0.00
C -28.513 -7.279 -12.901 0.00
O -28.325 -6.739 -13.872 0.00
O -27.741 -7.186 -11.756 0.00
H -27.641 -8.942 -10.704 0.00
H -28.211 -7.596 -9.680 0.00
H -30.489 -7.969 -10.701 0.00
H -29.847 -9.558 -11.102 0.00
C -25.763 -0.946 -5.611 0.00
C -26.250 -1.311 -4.232 0.00
O -27.159 -0.187 -3.928 0.00
C -27.578 0.407 -5.072 0.00
O -28.365 1.250 -5.130 0.00
O -26.849 -0.069 -6.100 0.00
H -25.634 -1.731 -6.350 0.00
H -24.824 -0.390 -5.544 0.00
H -25.454 -1.332 -3.492 0.00
H -26.814 -2.246 -4.281 0.00
C -28.925 3.581 -9.986 0.00
C -27.726 4.559 -9.640 0.00
O -26.822 3.536 -9.171 0.00
C -27.182 2.247 -9.421 0.01
O -26.497 1.330 -9.219 0.03
O -28.357 2.273 -10.073 0.00
H -29.486 3.802 -10.883 0.00
H -29.563 3.593 -9.104 0.00
H -27.940 5.200 -8.792 0.00
H -27.225 4.999 -10.492 0.00
C -21.883 -3.843 -6.449 0.00
C -20.971 -3.795 -7.643 0.00
O -21.796 -2.910 -8.545 0.00
C -22.802 -2.349 -7.933 0.02
O -23.555 -1.607 -8.423 0.06
O -22.918 -2.807 -6.685 0.00
H -21.428 -3.628 -5.486 0.00
H -22.425 -4.778 -6.315 0.00
H -20.734 -4.787 -8.046 0.00
H -20.065 -3.240 -7.413 0.00
C -28.618 -9.724 -7.413 0.00
C -29.094 -10.396 -6.106 0.00
O -27.879 -10.941 -5.546 0.00
C -26.837 -10.289 -6.037 0.00
O -25.759 -10.327 -5.666 0.00
O -27.246 -9.463 -7.091 0.00
H -29.161 -8.798 -7.602 0.00
H -28.650 -10.392 -8.280 0.00
H -29.802 -11.203 -6.235 0.00
H -29.430 -9.653 -5.391 0.00
C -30.091 -4.397 -10.527 0.00
C -28.803 -4.021 -11.215 0.00
O -29.228 -3.785 -12.573 0.00
C -30.596 -3.725 -12.657 0.00
O -31.189 -3.520 -13.675 0.00
O -31.102 -4.030 -11.462 0.00
H -30.278 -3.823 -9.655 0.00
H -30.100 -5.474 -10.390 0.00
H -28.048 -4.783 -11.118 0.00
H -28.433 -3.113 -10.744 0.00
C -30.838 -2.670 -2.946 0.00
C -30.177 -1.390 -3.364 0.00
O -31.175 -0.325 -3.140 0.00
C -32.388 -0.824 -2.907 0.00
O -33.367 -0.250 -2.753 0.00
O -32.262 -2.187 -2.867 0.00
H -30.607 -3.011 -1.935 0.00
H -30.745 -3.398 -3.753 0.00
H -29.958 -1.482 -4.422 0.00
H -29.285 -1.094 -2.814 0.00
C -22.795 2.741 -9.354 0.00
C -22.680 3.024 -10.848 0.00
O -23.000 1.669 -11.490 0.00
C -23.575 0.931 -10.548 0.01
O -24.046 -0.117 -10.813 0.03
O -23.427 1.501 -9.344 0.01
H -23.443 3.426 -8.822 0.00
H -21.827 2.635 -8.844 0.00
H -21.703 3.412 -11.149 0.00
H -23.502 3.684 -11.080 0.00
C -22.399 -2.603 -12.905 0.00
C -22.744 -3.460 -11.686 0.01
O -22.829 -4.746 -12.296 0.00
C -22.087 -4.744 -13.423 0.00
O -21.930 -5.674 -14.102 0.00
O -21.803 -3.462 -13.823 0.00
H -21.784 -1.742 -12.736 0.00
H -23.285 -2.157 -13.378 0.00
H -23.654 -3.190 -11.151 0.01
H -21.928 -3.484 -10.964 0.00
```

Properties
- F_max (eV Å⁻¹) = 9.0
- Kohn-Sham gap (spin up / spin down) (eV) = 4.082 / 10.087
- multiplicity = 4
- ⟨S²⟩ = 3.7515
- total energy (Ha) = -8327.4720